{
  "formula": "C25H67FN8O6S",
  "method": "wB97M-V/def2-TZVPD",
  "symbols": ["C", "C", "C", "C", "C", "C", "C", "N", "C", "C", "N", "N", "N", "S", "O", "O", "F", "H", "H", "H", "H", "H", "H", "H", "H", "H", "H", "H", "H", "H", "H", "H", "H", "H", "H", "H", "H", "H", "H", "H", "C", "O", "C", "C", "C", "N", "H", "H", "H", "H", "H", "H", "H", "H", "H", "H", "H", "C", "O", "C", "C", "C", "N", "H", "H", "H", "H", "H", "H", "H", "H", "H", "H", "H", "C", "O", "C", "C", "C", "N", "H", "H", "H", "H", "H", "H", "H", "H", "H", "H", "H", "C", "O", "C", "C", "C", "N", "H", "H", "H", "H", "H", "H", "H", "H", "H", "H", "H"],
  "positions_angstrom": [[3.613, -1.031, 5.771], [4.625, -0.377, 4.640], [4.427, -1.189, 3.234], [3.885, -0.302, 1.971], [2.887, 0.936, 2.342], [1.439, 0.525, 2.976], [1.049, -1.062, 2.898], [-0.444, -1.358, 2.982], [-1.033, -0.985, 4.322], [-2.592, -0.439, 4.055], [-3.603, -1.245, 4.894], [-2.996, -0.478, 2.597], [-2.777, 1.015, 4.511], [-0.534, -3.125, 2.926], [-2.007, -3.659, 3.063], [0.266, -3.820, 4.069], [0.102, -3.772, 1.445], [3.189, -2.094, 5.427], [4.221, -1.268, 6.771], [2.667, -0.377, 6.005], [5.728, -0.629, 5.020], [4.575, 0.789, 4.563], [5.479, -1.643, 2.897], [3.708, -2.136, 3.312], [3.400, -0.993, 1.135], [4.853, 0.171, 1.456], [2.656, 1.500, 1.316], [3.374, 1.773, 3.035], [1.447, 0.829, 4.129], [0.580, 1.188, 2.487], [1.425, -1.612, 1.912], [1.587, -1.583, 3.828], [-0.492, -0.112, 4.884], [-1.141, -1.870, 5.084], [-4.199, -1.843, 4.269], [-4.287, -0.537, 5.291], [-3.111, -1.448, 2.229], [-2.396, 0.119, 1.988], [-2.515, 1.136, 5.514], [-2.243, 1.644, 3.872], [0.567, 0.551, -1.109], [-0.411, 1.502, -0.716], [-0.045, 2.863, -0.967], [-0.313, 3.336, -2.414], [0.720, 2.832, -3.419], [-1.655, 2.945, -2.870], [1.587, 0.924, -0.970], [0.406, 0.258, -2.148], [0.439, -0.342, -0.492], [-0.673, 3.462, -0.296], [0.993, 3.049, -0.666], [-0.256, 4.432, -2.416], [0.588, 1.776, -3.666], [0.638, 3.390, -4.359], [1.736, 2.971, -3.039], [-2.346, 3.361, -2.245], [-1.752, 1.939, -2.700], [-0.890, -6.766, 4.607], [-1.262, -8.103, 4.904], [-1.057, -9.025, 3.829], [0.388, -9.560, 3.716], [1.359, -8.560, 3.095], [0.910, -9.984, 5.024], [-1.081, -6.505, 3.562], [0.162, -6.608, 4.854], [-1.480, -6.100, 5.242], [-1.715, -9.877, 4.047], [-1.407, -8.601, 2.881], [0.363, -10.437, 3.057], [1.635, -7.756, 3.781], [2.289, -9.063, 2.805], [0.933, -8.108, 2.194], [0.306, -10.719, 5.394], [0.767, -9.205, 5.675], [1.904, 2.365, -7.248], [2.777, 2.799, -6.217], [4.099, 2.256, -6.294], [5.038, 3.006, -7.265], [4.778, 2.684, -8.734], [4.960, 4.462, -7.074], [2.101, 1.331, -7.550], [1.980, 3.035, -8.107], [0.879, 2.426, -6.874], [4.514, 2.353, -5.283], [4.066, 1.182, -6.512], [6.064, 2.686, -7.042], [3.878, 3.168, -9.119], [5.614, 3.030, -9.353], [4.677, 1.605, -8.886], [5.225, 4.680, -6.112], [3.970, 4.721, -7.115], [-7.193, 4.282, -1.771], [-5.981, 3.799, -2.330], [-5.827, 4.067, -3.727], [-5.293, 5.481, -4.048], [-6.349, 6.576, -3.914], [-4.138, 5.826, -3.205], [-8.027, 4.227, -2.477], [-7.058, 5.307, -1.418], [-7.435, 3.665, -0.901], [-5.088, 3.339, -4.085], [-6.756, 3.853, -4.269], [-4.964, 5.478, -5.094], [-6.574, 6.820, -2.873], [-6.000, 7.500, -4.389], [-7.282, 6.282, -4.405], [-3.399, 5.140, -3.368], [-4.412, 5.657, -2.232]],
  "atomic_forces_ev_per_a": [[0.0, -0.6, 0.5], [0.6, -1.5, 0.6], [0.3, -0.5, -1.2], [0.9, 0.6, -0.3], [-0.4, 0.5, -1.1], [-0.9, 0.5, 0.8], [2.0, -0.5, 0.3], [1.8, -1.3, 0.3], [-2.4, 0.2, 1.6], [-1.2, 0.4, -0.2], [-0.1, 1.3, -0.9], [0.4, 0.1, 1.1], [0.9, -1.3, -0.6], [-3.0, -6.3, 5.0], [5.3, 3.1, -1.8], [-1.6, 3.1, -4.7], [-1.1, 2.2, 2.6], [1.1, 2.4, 0.6], [-1.5, 0.8, -2.1], [2.0, -1.1, -0.3], [-2.4, 0.7, -0.9], [-0.2, -2.3, 0.0], [-2.3, 1.0, 0.7], [1.6, 2.1, 0.3], [1.0, 1.4, 1.9], [-2.2, -0.9, 1.0], [0.6, -1.3, 2.2], [-0.9, -2.1, -1.5], [0.0, -0.8, -2.5], [1.8, -1.5, 0.9], [-0.7, 1.5, 2.1], [-1.1, 1.0, -2.1], [-0.4, -1.8, -1.6], [0.4, 1.6, -1.6], [1.1, 0.7, 0.7], [1.2, -1.0, -0.8], [0.6, 1.2, 0.5], [-0.6, -1.1, 0.7], [0.1, -0.1, -1.3], [-0.4, -0.6, 1.1], [-0.3, -0.2, 0.0], [0.5, 0.4, 0.1], [-0.4, 0.1, 0.1], [0.1, -0.5, 0.0], [0.1, 0.2, -0.2], [-0.1, 0.0, 0.4], [0.0, 0.1, -0.1], [0.3, 0.0, 0.0], [-0.1, 0.1, 0.0], [0.0, -0.2, -0.1], [0.1, -0.1, -0.1], [-0.1, -0.1, 0.1], [0.0, 0.1, 0.1], [0.0, -0.1, 0.2], [-0.1, 0.0, -0.1], [0.1, 0.0, -0.1], [0.0, 0.3, -0.2], [0.0, 0.1, 0.4], [0.0, -0.3, -0.7], [-0.1, -0.2, 0.4], [0.0, 0.4, 0.2], [0.2, 0.0, -0.2], [-0.4, 0.0, 0.1], [0.1, 0.0, 0.0], [0.0, 0.2, -0.2], [0.0, -0.1, -0.1], [0.1, 0.1, 0.1], [0.1, 0.1, 0.0], [-0.1, 0.0, 0.1], [-0.1, -0.1, 0.0], [-0.2, 0.0, 0.1], [0.0, 0.0, 0.1], [0.2, 0.1, -0.1], [0.1, -0.2, -0.2], [-0.1, 0.3, 0.1], [0.4, -0.5, -0.1], [0.1, 0.3, 0.3], [-0.4, 0.1, -0.1], [0.2, -0.1, -0.2], [-0.2, -0.1, 0.4], [0.1, 0.1, 0.0], [0.0, -0.2, -0.2], [0.1, 0.0, 0.1], [-0.1, 0.1, -0.1], [-0.1, 0.0, -0.2], [-0.1, 0.0, 0.1], [0.0, 0.0, 0.1], [-0.1, 0.0, 0.2], [0.0, 0.1, 0.0], [0.1, 0.0, -0.2], [0.3, -0.1, -0.1], [0.3, -0.1, 0.3], [-0.3, 0.1, -0.6], [0.4, -0.1, 0.0], [-0.2, 0.0, 0.4], [-0.1, 0.2, -0.2], [0.0, -0.4, 0.1], [0.1, 0.1, 0.0], [-0.2, 0.1, -0.1], [0.1, 0.0, -0.1], [0.0, 0.1, 0.2], [-0.1, 0.1, 0.1], [0.0, -0.1, 0.1], [0.1, -0.1, -0.1], [0.0, -0.2, 0.1], [0.1, 0.0, 0.1], [0.0, 0.2, -0.1], [0.0, 0.2, -0.3]],
  "mulliken_charge": [-0.696, -0.334, -0.524, -0.660, -0.479, -0.166, -0.703, 0.379, -0.623, 0.740, -0.673, -0.707, -0.710, 1.116, -0.561, -0.563, -0.338, 0.120, 0.315, 0.130, 0.323, 0.221, 0.387, 0.206, 0.164, 0.411, 0.020, 0.328, 0.294, 0.045, 0.305, 0.086, 0.246, 0.287, 0.291, 0.311, 0.269, 0.214, 0.274, 0.262, -0.684, -0.346, -0.741, 0.595, -1.559, -0.689, 0.309, 0.296, 0.190, 0.387, 0.366, 0.443, 0.193, 0.368, 0.310, 0.217, 0.315, -0.576, -0.462, -0.684, 0.373, -1.344, -0.746, 0.259, 0.216, 0.319, 0.348, 0.372, 0.383, 0.251, 0.348, 0.336, 0.273, 0.326, -0.752, -0.260, -0.773, 0.357, -1.370, -0.743, 0.332, 0.254, 0.273, 0.328, 0.424, 0.395, 0.272, 0.346, 0.342, 0.271, 0.331, -0.687, -0.355, -0.700, 0.416, -1.464, -0.721, 0.310, 0.237, 0.247, 0.345, 0.438, 0.385, 0.269, 0.376, 0.352, 0.203, 0.352],
  "lumo_ev": -1.1,
  "smiles": "CCCCCCCN(CC(N)(N)N)S(=O)(=O)F.COC[C@@H](C)N.COC[C@@H](C)N.COC[C@@H](C)N.COC[C@@H](C)N",
  "spin_multiplicity": 1,
  "charge": 0
}



{
  "formula": "C23H27N9O7SSc",
  "method": "wB97M-V/def2-TZVPD",
  "symbols": ["Sc", "C", "O", "C", "O", "N", "N", "H", "H", "H", "H", "H", "H", "O", "N", "N", "O", "C", "C", "C", "C", "C", "C", "H", "H", "H", "H", "H", "N", "C", "N", "C", "C", "C", "C", "C", "H", "H", "H", "H", "H", "H", "H", "H", "H", "H", "O", "S", "O", "O", "C", "N", "C", "C", "C", "N", "C", "C", "C", "N", "C", "C", "H", "H", "H", "H", "H", "H"],
  "positions_angstrom": [[0.137, 1.631, 0.443], [3.025, 1.197, 4.191], [2.946, 0.132, 3.220], [2.135, 0.304, 2.205], [1.386, 1.310, 2.105], [2.153, -0.658, 1.307], [1.325, -0.427, 0.176], [3.747, 0.852, 4.921], [2.054, 1.358, 4.654], [3.369, 2.110, 3.712], [2.737, -1.531, 1.262], [0.757, -1.286, 0.084], [1.948, -0.507, -0.629], [0.892, 3.471, 0.017], [0.439, 4.532, 0.599], [-0.558, 4.271, 1.324], [-1.019, 3.040, 1.397], [-1.232, 5.307, 2.067], [-0.656, 6.564, 2.171], [-1.332, 7.536, 2.888], [-2.551, 7.248, 3.488], [-3.103, 5.981, 3.374], [-2.443, 4.994, 2.658], [0.294, 6.773, 1.702], [-0.900, 8.522, 2.983], [-3.070, 8.014, 4.048], [-4.052, 5.755, 3.842], [-2.853, 4.001, 2.558], [0.024, 1.212, -1.709], [0.028, 0.524, -2.650], [0.061, -0.253, -3.676], [-1.167, -0.908, -4.165], [-1.158, -2.373, -3.708], [0.282, -2.895, -3.550], [1.208, -2.231, -4.565], [1.351, -0.746, -4.232], [-1.162, -0.820, -5.251], [-2.031, -0.359, -3.795], [-1.705, -2.966, -4.444], [-1.704, -2.470, -2.766], [0.303, -3.978, -3.661], [0.666, -2.668, -2.548], [0.823, -2.373, -5.578], [2.203, -2.673, -4.525], [1.600, -0.152, -5.110], [2.097, -0.667, -3.449], [3.250, -2.999, 0.735], [2.892, -3.454, -0.619], [3.716, -4.475, -1.181], [2.566, -2.323, -1.491], [1.255, -4.186, -0.304], [1.029, -5.484, -0.392], [-0.199, -5.883, -0.079], [-1.212, -5.012, 0.322], [-0.860, -3.681, 0.368], [0.366, -3.268, 0.051], [-1.635, -2.449, 0.726], [-1.341, -1.838, 1.945], [-1.393, -0.468, 2.024], [-1.700, 0.291, 0.959], [-2.196, -0.305, -0.124], [-2.214, -1.692, -0.275], [-0.390, -6.948, -0.150], [-2.203, -5.366, 0.561], [-0.943, -2.409, 2.773], [-1.079, 0.055, 2.920], [-2.499, 0.340, -0.938], [-2.506, -2.139, -1.216]],
  "atomic_forces_ev_per_a": [[0.1, 0.0, 0.3], [0.0, 0.0, 0.0], [-0.1, 0.0, -0.1], [0.5, -0.3, 0.4], [-0.3, 0.3, -0.2], [-0.3, 0.0, -0.4], [0.1, 0.0, 0.3], [0.0, 0.0, 0.0], [0.0, 0.0, 0.0], [0.0, 0.0, 0.0], [0.0, 0.0, 0.2], [0.0, 0.0, -0.1], [0.0, 0.0, -0.1], [0.1, 0.0, 0.0], [-0.1, 0.0, 0.0], [0.0, 0.1, 0.0], [0.0, 0.0, -0.1], [0.0, 0.0, 0.0], [0.0, 0.0, 0.0], [0.0, 0.0, 0.0], [0.0, 0.0, 0.0], [0.0, 0.0, 0.0], [0.0, 0.0, 0.0], [0.0, 0.0, 0.0], [0.0, 0.0, 0.0], [0.0, 0.0, 0.0], [0.0, 0.0, 0.0], [0.0, 0.0, 0.0], [-0.3, -0.1, -0.4], [0.2, 0.0, 0.2], [-0.1, 0.2, -0.2], [0.1, -0.2, 0.1], [0.0, -0.1, -0.1], [-0.1, 0.1, 0.2], [-0.1, -0.1, 0.0], [-0.2, -0.3, 0.0], [0.0, 0.0, 0.0], [0.0, 0.0, 0.0], [0.0, 0.0, 0.0], [0.2, -0.1, -0.3], [0.0, 0.0, 0.0], [-0.1, -0.1, -0.3], [0.0, 0.0, 0.0], [0.0, 0.0, 0.0], [0.1, 0.1, 0.1], [0.2, 0.3, 0.0], [0.0, -0.1, -0.2], [0.1, -0.1, 0.3], [0.0, 0.1, 0.0], [0.1, 0.1, -0.1], [0.1, 0.1, 0.0], [0.1, 0.0, 0.0], [-0.1, -0.1, 0.0], [0.0, 0.0, -0.1], [-0.2, 0.1, 0.0], [0.0, -0.2, 0.1], [0.3, -0.2, 0.1], [-0.1, -0.1, 0.1], [0.0, 0.0, -0.1], [0.0, 0.3, 0.0], [-0.2, -0.7, -0.1], [-0.1, 0.5, 0.1], [0.0, 0.0, 0.0], [0.0, 0.0, 0.0], [0.0, 0.0, 0.0], [0.0, 0.0, 0.0], [0.0, 0.0, 0.0], [-0.1, 0.1, 0.2]],
  "nbo_charge": [1.783, -0.256, -0.457, 0.911, -0.746, -0.455, -0.738, 0.219, 0.197, 0.202, 0.478, 0.442, 0.431, -0.561, 0.204, 0.189, -0.599, 0.146, -0.228, -0.189, -0.183, -0.193, -0.231, 0.246, 0.231, 0.229, 0.228, 0.244, -0.615, 0.671, -0.451, -0.203, -0.411, -0.417, -0.423, -0.200, 0.222, 0.217, 0.226, 0.189, 0.234, 0.233, 0.206, 0.256, 0.217, 0.236, -1.015, 2.405, -0.918, -1.059, 0.158, -0.394, 0.108, -0.287, 0.192, -0.505, 0.049, -0.220, 0.048, -0.526, 0.067, -0.229, 0.217, 0.243, 0.251, 0.229, 0.218, 0.236],
  "lumo_ev": -3.3,
  "relative_energy_kcal_mol": 2.11,
  "spin_multiplicity": 1,
  "charge": 1
}



{
  "formula": "C19H16AlF5O7PS",
  "method": "wB97M-V/def2-TZVPD",
  "symbols": ["O", "C", "O", "C", "C", "C", "C", "C", "C", "O", "C", "F", "C", "C", "C", "P", "O", "O", "S", "C", "O", "C", "C", "C", "C", "C", "C", "C", "O", "H", "H", "H", "H", "H", "H", "H", "H", "H", "H", "H", "H", "H", "H", "H", "H", "F", "Al", "F", "F", "F"],
  "positions_angstrom": [[-2.358, -3.537, 2.981], [-2.457, -3.336, 1.806], [-3.277, -2.399, 1.266], [-2.946, -1.046, 1.654], [-3.983, -0.125, 1.050], [-3.969, -0.125, -0.490], [-3.392, 1.153, -1.101], [-2.012, 1.442, -0.553], [-1.926, 2.518, 0.336], [-3.027, 3.284, 0.584], [-0.733, 2.837, 0.960], [-0.764, 3.908, 1.771], [0.404, 2.071, 0.776], [0.327, 0.990, -0.106], [-0.843, 0.697, -0.822], [-0.720, -0.613, -2.113], [-0.886, -1.987, -1.318], [-2.110, -0.692, -2.933], [0.745, -0.353, -3.319], [1.543, 0.119, -0.205], [1.426, -1.058, -0.444], [2.858, 0.750, 0.062], [4.016, 0.187, -0.461], [5.232, 0.787, -0.172], [5.301, 1.924, 0.627], [4.148, 2.467, 1.168], [2.925, 1.878, 0.883], [1.683, 2.410, 1.487], [1.681, 3.089, 2.490], [-1.890, -3.922, 1.071], [-2.951, -0.984, 2.742], [-1.945, -0.816, 1.279], [-3.831, 0.877, 1.449], [-4.961, -0.482, 1.378], [-4.976, -0.297, -0.870], [-3.384, -0.983, -0.819], [-3.381, 1.088, -2.181], [-4.053, 1.978, -0.849], [-2.879, 3.772, 1.403], [-1.625, -2.495, -1.676], [-2.155, 0.065, -3.529], [3.995, -0.714, -1.067], [6.136, 0.347, -0.572], [6.261, 2.371, 0.845], [4.184, 3.338, 1.806], [5.424, -4.991, -1.791], [4.104, -4.087, -1.253], [4.109, -4.029, 0.433], [2.673, -4.775, -1.814], [4.261, -2.502, -1.849]],
  "atomic_forces_ev_per_a": [[0.0, 0.2, -0.2], [0.0, -0.3, 0.6], [0.4, 0.1, -0.4], [-0.2, 0.1, 0.2], [-0.2, -0.3, -0.3], [0.2, -0.2, 0.1], [-0.1, -0.1, 0.2], [0.1, 0.2, -0.2], [0.1, -0.1, -0.1], [-0.1, -0.1, 0.1], [0.0, -0.3, 0.0], [0.0, 0.0, 0.0], [-0.1, 0.1, 0.1], [0.1, 0.3, -0.1], [-0.3, -0.1, 0.3], [0.8, -0.2, -0.1], [-0.4, 0.0, 0.0], [-0.3, 0.4, 0.3], [-0.2, 0.2, 0.0], [0.0, -0.2, 0.1], [0.0, 0.2, 0.1], [0.1, 0.0, 0.0], [0.1, 0.0, 0.1], [0.0, 0.1, 0.0], [0.0, -0.1, 0.0], [0.1, 0.0, 0.0], [-0.1, 0.0, -0.1], [0.0, 0.0, 0.1], [0.1, 0.1, -0.1], [-0.2, 0.0, -0.2], [0.0, 0.0, 0.0], [0.0, 0.0, 0.0], [-0.1, 0.1, 0.0], [0.0, 0.1, 0.2], [0.0, 0.1, -0.1], [0.0, 0.0, -0.1], [0.0, 0.0, -0.1], [0.1, 0.1, 0.0], [0.1, 0.2, -0.1], [0.1, -0.1, 0.0], [0.1, -0.2, -0.3], [-0.2, 0.0, 0.0], [0.0, 0.0, 0.0], [0.0, 0.0, 0.0], [0.0, 0.0, 0.1], [0.1, 0.0, 0.0], [0.0, 0.0, 0.0], [0.0, 0.0, 0.1], [-0.1, 0.0, 0.0], [0.1, 0.1, -0.1]],
  "nbo_charge": [-0.546, 0.662, -0.565, -0.070, -0.429, -0.392, -0.422, -0.038, 0.280, -0.681, 0.351, -0.310, -0.131, -0.089, -0.386, 1.827, -0.974, -0.999, -0.542, 0.535, -0.471, -0.048, -0.166, -0.182, -0.203, -0.166, -0.169, 0.549, -0.519, 0.129, 0.196, 0.188, 0.212, 0.216, 0.210, 0.213, 0.214, 0.230, 0.496, 0.510, 0.508, 0.300, 0.224, 0.210, 0.225, -0.786, 2.157, -0.785, -0.783, -0.788],
  "lumo_ev": 1.2,
  "spin_multiplicity": 1,
  "charge": -1
}



HOMO-LUMO gap (eV)
7.86, 8.47, 7.96
HOMO (eV)
-8.9293, -11.8207, -6.7968